[1]
Entry from the Open Molecules 2025 dataset: a structure of composition C19H32ClN10O4S2 (the ωB97M-V functional and the def2-TZVPD basis).

## Properties
* total charge: -1
* frontier orbital gap: 0.2674 Eh
* E_tot: -2848.2553 Eh
* 2S+1: 1

Structure (XYZ):
```
68
Properties=species:S:1:pos:R:3:forces:R:3:lowdin_charge:R:1
Cl 1.159457 -3.764867 2.113931 -0.2 -0.2 0.0 0.2505
S 2.604535 -2.268373 2.270124 0.9 0.6 0.0 0.1758
S 3.888249 -2.412134 4.698814 0.4 -0.3 0.0 0.4726
O 1.897336 -1.144999 2.807341 -0.3 0.0 0.1 -0.3775
O 4.708916 -3.406796 5.347561 0.0 -0.1 -0.2 -0.3427
O 4.340734 -1.053275 4.774397 -0.2 0.2 0.0 -0.3037
O 3.070610 -2.137363 0.916476 0.0 -0.3 -0.1 -0.3976
N -3.436499 -3.480619 -6.875101 -0.2 0.0 0.1 0.1427
N 3.713372 -2.895839 3.167315 -0.4 0.1 0.1 -0.3666
N -1.072780 0.134562 -7.291656 0.1 0.2 -0.1 0.1397
N 2.296074 4.385666 -8.230652 0.0 0.1 -0.2 0.1473
N 0.027897 1.193207 -1.329284 0.1 -0.2 0.0 0.1091
N -0.019798 -3.586559 -3.226165 -0.1 0.0 -0.2 0.1360
N 2.381541 -2.515587 5.409223 0.3 0.0 0.4 -0.1458
N -0.697150 1.848717 6.794596 -0.4 0.4 0.3 0.1749
N -2.988348 -1.670522 6.232484 -0.1 0.1 -0.1 0.1334
N 0.388883 3.015941 3.750139 -0.2 0.3 -0.3 0.1552
C -5.440750 -2.697909 -5.407849 0.0 0.0 0.0 -0.0663
C -0.466079 -2.933281 -4.060256 0.1 -0.1 0.3 -0.2712
C 1.258534 -0.303920 5.847814 0.4 -0.1 0.3 -0.2545
C -4.324738 -3.142299 -6.230815 0.2 0.0 -0.1 -0.2727
C -1.767160 1.743846 7.199600 0.2 -0.3 -0.2 -0.2495
C 2.044255 -1.491942 6.431134 -0.6 -0.1 -0.2 -0.2372
C -1.027977 -2.068065 -5.090032 0.1 -0.1 0.1 -0.1022
C 0.048690 3.499868 1.210993 0.0 0.0 0.0 -0.0790
C -3.135648 1.476712 7.612024 -0.2 0.1 0.0 -0.0804
C 1.052827 1.611828 -7.601644 -0.1 -0.2 0.1 -0.0853
C 1.974440 4.662338 -9.298153 0.1 0.0 0.2 -0.2699
C 1.311237 -1.073461 -1.445072 0.1 0.1 0.0 -0.0682
C 1.566596 5.013387 -10.651675 0.0 0.0 0.0 -0.0658
C 0.597991 0.193804 -1.371302 -0.1 0.2 0.0 -0.2627
C -0.135734 0.785966 -7.428179 -0.2 -0.1 0.0 -0.2610
C 0.228192 3.251203 2.636246 0.1 -0.2 0.2 -0.2627
C 2.108611 0.940545 5.551937 0.2 -0.6 -0.1 -0.1373
C -2.984418 -0.823669 3.769640 0.1 0.1 0.0 -0.0560
C -2.999462 -1.280823 5.151658 0.1 -0.2 0.2 -0.2731
H 1.055124 2.423641 -6.879560 0.0 0.0 0.0 0.0713
H -1.921984 -1.577553 -4.711023 0.0 0.0 0.0 0.0757
H 1.559084 1.857573 5.735101 0.0 0.0 -0.1 0.0029
H -4.002334 -0.654491 3.423127 0.0 0.0 0.0 0.0771
H 0.270783 2.595668 0.644989 0.0 0.1 0.0 0.0367
H -2.416311 0.102922 3.698506 0.0 0.0 0.0 0.0836
H -3.316568 0.403498 7.584226 0.0 0.0 0.0 0.0443
H -3.809687 1.963627 6.907612 -0.1 0.0 0.0 0.0787
H 1.945569 1.005929 -7.457696 0.0 0.0 0.0 0.0875
H 0.611424 -1.899399 -1.344090 0.0 0.0 0.0 0.0630
H -5.067294 -2.132904 -4.555729 0.0 0.0 0.0 0.0821
H 0.788881 -0.665431 4.935170 -0.2 0.0 0.0 0.0822
H 0.714696 4.298746 0.889527 0.0 0.0 0.0 0.0784
H -1.290581 -2.652113 -5.967666 0.0 0.0 0.0 0.0441
H 1.381136 4.109266 -11.228725 0.0 0.0 0.0 0.0823
H 2.440890 0.897098 4.514391 0.0 0.2 0.0 0.0508
H 3.018859 0.908475 6.156783 -0.1 0.2 0.1 0.0598
H -0.305572 -1.308327 -5.369319 0.0 0.0 0.0 0.0460
H -3.342895 1.854385 8.611521 0.1 0.0 0.0 0.0747
H 0.471538 -0.060050 6.562537 0.1 0.0 -0.1 0.0508
H 2.352988 5.589447 -11.135141 0.0 0.0 0.0 0.0831
H 0.656088 5.608380 -10.619055 0.0 0.0 0.0 0.0837
H -0.980718 3.792401 1.012618 0.0 0.0 0.0 0.0761
H -5.998553 -3.559365 -5.046110 0.0 0.0 0.0 0.0821
H 1.810826 -1.151467 -2.409536 0.0 0.0 0.0 0.0800
H 1.064944 2.029966 -8.602975 0.0 0.0 0.0 0.0541
H 2.912636 -1.168638 7.013465 0.1 0.0 -0.2 0.1072
H 2.402491 -3.428736 5.850129 -0.2 0.0 -0.1 0.0882
H -2.508158 -1.574613 3.142179 0.0 0.0 0.0 0.0880
H 2.051560 -1.140442 -0.647113 0.0 0.0 0.0 0.0499
H 1.380186 -2.009767 7.130966 0.1 -0.1 -0.1 0.1058
H -6.101483 -2.063016 -5.994723 0.0 0.0 0.0 0.0816
```
Forces are in eV/Å.


[2]
Entry from the Open Molecules 2025 dataset: the molecule C8H14N4O2 (the ωB97M-V functional and the def2-TZVPD basis).

## Properties
* frontier orbital gap (spin up / spin down): 0.2536 / 0.2619 Eh
* E_tot: -682.6213 Eh
* energy relative to the best compared isomer or geometry (same formula, charge and spin): 44.2 kcal per mole
* 2S+1: 1

Structure (XYZ):
```
28
Properties=species:S:1:pos:R:3:forces:R:3:lowdin_charge:R:1
O -2.077774 -1.838911 1.392398 1.7 1.9 -1.2 -0.0301
O 2.066815 1.795894 1.463707 -0.4 -1.4 -1.0 0.0259
N -0.115357 -1.668980 0.280385 -3.3 1.0 1.7 0.1512
N -1.666690 0.139696 0.300992 -1.2 0.8 0.4 -0.0331
N 1.726075 -0.190327 0.346211 -0.1 1.5 1.0 -0.0360
N 0.171515 1.692201 0.238699 2.0 -1.0 0.8 0.1534
C 1.709146 -1.975480 -1.305696 -0.5 -1.6 3.0 -0.0091
C -1.808486 1.989359 -1.257727 1.3 0.4 0.4 -0.0267
C 1.036362 -1.218287 -0.181741 0.2 0.1 -2.9 -0.3189
C -0.971302 1.184928 -0.225095 -1.3 -0.4 -2.8 -0.3036
C 3.078806 -0.420531 0.697713 2.2 -3.1 -3.5 -0.0360
C 1.369469 1.058779 0.742250 -1.1 3.0 0.6 -0.4215
C -3.081916 0.442899 0.615462 0.0 -1.2 2.0 -0.0168
C -1.295047 -1.063824 0.743965 -0.5 -3.4 0.7 -0.4427
H 0.345310 2.670555 0.071754 0.0 0.2 0.3 0.1490
H 3.420787 -1.493882 0.405565 -0.8 1.8 0.3 0.1330
H -1.118410 2.271654 -2.117451 -1.3 -0.4 0.8 0.0993
H 1.891099 -3.028560 -0.926347 -0.2 0.8 -0.8 0.1096
H -2.179537 2.914546 -0.788502 0.4 0.1 -0.1 0.0751
H -3.140300 -0.056017 1.642963 -1.0 0.6 -1.6 0.1191
H -3.843754 0.106913 -0.120990 0.7 -0.2 0.6 0.1096
H 1.163290 -1.982052 -2.202223 -0.7 0.0 -1.2 0.0627
H 3.214155 -0.404735 1.688004 0.5 0.5 3.8 0.0553
H 2.649013 -1.537591 -1.389934 1.6 0.6 -0.9 0.0377
H -0.355400 -2.616703 0.441436 0.7 -1.5 -0.1 0.1404
H -2.759777 1.482622 -1.510857 1.1 0.0 -0.4 0.0733
H 3.748788 0.251441 0.188666 0.3 0.4 0.0 0.1058
H -3.176883 1.494399 0.766385 -0.1 0.7 0.0 0.0741
```
Forces are in eV/Å.


[3]
Entry from the Open Molecules 2025 dataset: a structure of composition C11H17GaN4O2S2 (the ωB97M-V functional and the def2-TZVPD basis).

## Properties
* total charge: +2
* frontier orbital gap: 0.2846 Eh
* E_tot: -3519.4650 Eh
* energy relative to the best compared isomer or geometry (same formula, charge and spin): 57.2 kcal per mole
* 2S+1: 1

Structure (XYZ):
```
37
Properties=species:S:1:pos:R:3:forces:R:3:lowdin_charge:R:1
Ga -0.962798 0.797076 0.171969 -0.1 0.7 0.5 0.4721
S -0.488299 -4.705385 0.718921 -0.2 -0.1 0.0 0.6881
S -2.202828 -0.938618 0.400805 0.0 -0.6 -0.5 0.8519
O -1.128547 -5.772673 0.042511 0.0 0.0 0.0 -0.2111
O 0.152898 -4.843693 1.978734 0.0 0.0 0.0 -0.2262
N -2.687873 1.996322 0.618376 0.0 -0.1 0.2 -0.0140
N 0.908550 0.580893 0.981000 0.1 -0.1 0.3 0.0348
N -0.225439 2.713520 -0.273430 0.2 -0.2 -0.5 -0.0899
N -1.615882 -3.417077 0.889377 0.3 -0.1 0.1 -0.0035
C 1.512633 1.918046 1.243533 -0.1 -0.1 -0.1 -0.1491
C 0.665642 -1.630701 -1.411094 0.1 -0.1 0.1 -0.0798
C 2.324545 -3.316329 -1.900345 0.0 0.0 0.0 -0.0153
C -2.471724 3.418911 0.253366 0.0 -0.1 0.0 -0.1578
C 1.700181 -4.224366 -1.050623 0.0 0.0 0.0 0.0191
C 0.562815 -3.803114 -0.393667 0.1 0.1 -0.1 -0.1983
C -1.192239 -2.416382 0.252628 -0.2 0.3 0.0 -0.6580
C 1.813553 -2.035029 -2.084678 0.0 0.1 0.0 -0.0394
C 1.242745 2.744397 -0.002501 -0.1 -0.1 0.1 -0.1315
C 0.048461 -2.527303 -0.552833 -0.1 0.0 0.0 -0.2261
C -1.011347 3.691552 0.533826 0.0 0.0 0.0 -0.1440
H 1.034838 2.336533 2.128704 0.0 0.0 0.0 0.1311
H 0.871359 0.003789 1.823061 0.0 0.0 0.0 0.1458
H 1.602744 3.767222 0.100448 -0.1 0.0 0.0 0.1495
H 2.303533 -1.362295 -2.775943 0.0 0.0 0.0 0.1198
H -0.798241 3.515801 1.590316 0.0 0.1 0.0 0.1352
H 3.211534 -3.616514 -2.441364 0.0 0.0 0.0 0.1286
H -3.492979 1.609085 0.126450 0.0 0.0 0.0 0.1142
H -0.379356 2.941526 -1.255672 0.1 0.1 0.0 0.1563
H 1.744682 2.295680 -0.861630 0.0 0.0 0.0 0.1434
H -2.920940 1.909907 1.608241 0.0 0.1 0.0 0.1305
H -3.128158 4.091811 0.801005 0.0 0.0 0.1 0.1479
H 1.497140 0.056491 0.327713 -0.1 -0.1 0.0 0.1149
H 2.089286 -5.224944 -0.917035 0.0 0.0 0.0 0.1432
H -0.713648 4.712076 0.295483 0.0 0.0 -0.1 0.1542
H 2.579014 1.845499 1.447250 0.0 0.0 -0.1 0.1493
H 0.241917 -0.646328 -1.603167 -0.1 0.0 -0.2 0.0724
H -2.687775 3.534624 -0.809751 0.0 0.0 0.0 0.1417
```
Forces are in eV/Å.


[4]
Entry from the Open Molecules 2025 dataset: the molecule C12H24N4O3S (the ωB97M-V functional and the def2-TZVPD basis).

## Properties
* frontier orbital gap: 0.3624 Eh
* E_tot: -1314.5571 Eh
* SMILES: CNC(=O)[C@@H](CCCCN)NC(=O)[C@H](CS)NC(C)=O
* energy relative to the best compared isomer or geometry (same formula, charge and spin): 49.4 kcal per mole
* 2S+1: 1

Structure (XYZ):
```
44
Properties=species:S:1:pos:R:3:forces:R:3:lowdin_charge:R:1
S 0.325856 4.535841 0.109783 0.2 0.4 -0.4 0.7714
O 2.124054 1.708699 0.356880 1.5 1.2 0.7 0.0607
O -0.817837 0.131062 -4.040556 -0.7 -0.8 -1.3 0.0499
O 1.163323 -1.676002 3.322898 0.6 3.9 -3.2 -0.0198
N -0.488448 1.192566 -2.173278 0.2 1.5 2.3 0.0836
N 0.806916 -0.065211 0.078643 -1.4 0.2 -1.5 0.0975
N -2.869561 -0.917969 -1.280450 -0.7 1.7 -0.7 0.0101
N 0.856621 0.594545 2.787342 0.3 -0.3 0.3 0.0355
C 0.508175 1.176640 4.107708 -0.8 -0.1 -2.3 -0.0349
C -1.557838 -1.681333 0.652620 0.1 -4.0 -0.6 -0.1533
C 0.364113 2.029320 -1.332197 1.5 -1.0 0.6 -0.2442
C -0.440888 -2.775838 1.069940 -1.7 2.0 0.7 -0.1554
C -0.464041 3.159339 -0.718760 1.6 0.4 -1.9 -0.5263
C 1.458469 -1.026377 0.923999 -2.9 -0.1 1.7 -0.1966
C -0.011677 0.575890 -3.260228 -0.3 -0.9 -0.9 -0.5558
C 1.469386 0.311365 -3.442912 -1.5 1.3 5.0 0.0414
C -1.873179 -1.803539 -0.823931 1.0 -1.4 0.0 -0.3311
C 1.214865 -0.709615 2.455574 -1.4 -2.0 3.2 -0.2998
C 1.190410 1.214148 -0.204578 -1.7 -1.1 -1.4 -0.4408
C 0.951780 -2.462577 0.606754 1.9 -0.2 0.9 -0.1405
H 1.217226 1.924050 4.419659 0.2 0.1 0.2 0.0868
H -2.484515 -1.894666 1.161576 -0.3 -0.2 0.5 0.1120
H -1.309688 -0.722269 0.893344 0.8 2.5 0.9 0.0585
H 1.728236 -3.095517 1.112532 -1.0 0.3 0.1 0.1342
H -1.165505 2.806585 -0.058202 -2.0 -1.1 1.2 0.0437
H 1.764869 -0.262080 -2.517926 0.2 0.6 -1.0 0.1111
H 0.963149 3.718537 0.908357 0.7 -0.2 0.8 -0.1752
H -0.962822 -1.626488 -1.427881 -0.2 0.0 0.0 0.1060
H -3.768702 -0.922875 -0.845378 -0.2 -0.3 1.2 0.0718
H -1.508093 1.214801 -2.023201 0.8 -0.3 -0.4 0.1498
H 1.593672 -0.201370 -4.278000 0.5 -2.5 -3.6 0.0338
H -0.529043 1.527438 4.092289 0.3 0.8 -0.5 0.0890
H 1.985228 1.229083 -3.509112 0.9 1.0 0.1 0.0717
H -2.140703 -2.849963 -1.054351 0.2 0.0 0.3 0.1246
H -0.767999 -3.710018 0.742677 -0.5 -1.6 -1.4 0.0831
H -3.130429 -1.190367 -2.196835 0.1 0.1 -1.4 0.0680
H 0.933500 1.363287 2.148540 0.5 -0.6 -0.8 0.0840
H 1.168413 -2.746394 -0.429589 -0.5 0.6 -0.2 0.1194
H -0.037639 -0.463927 -0.347751 0.8 1.0 -0.1 0.0918
H 2.459201 -1.047289 0.752570 3.1 0.3 -0.4 0.1176
H 1.153376 2.440395 -2.009739 -0.5 0.0 0.9 0.1510
H -0.535108 -2.969320 2.137496 0.6 0.8 0.2 0.1045
H -0.901502 3.575098 -1.602956 -0.9 0.5 -0.2 0.0727
H 0.364381 0.392294 4.736618 0.6 -2.3 2.4 0.0383
```
Forces are in eV/Å.


Question: Among the records above, which one has the lowest E_tot?
Answer: C11H17GaN4O2S2